[1]
This record from OMol25 describes a molecular structure, CH3O4P in a non-equilibrium geometry. The level of theory is the ωB97M-V functional and the def2-TZVPD basis.

Geometry as XYZ:
```
9
Properties=species:S:1:pos:R:3:forces:R:3:nbo_charge:R:1
C 0.038 -0.226 -0.150 -2.14 -3.04 0.50 -0.23
O 4.449 0.185 -0.604 0.33 0.09 -0.37 0.00
O 3.746 -1.005 -0.250 -0.34 -0.20 0.45 -0.54
O 3.562 1.123 0.021 -1.04 -1.37 1.34 -0.50
O 1.369 0.000 -0.193 3.13 -0.11 0.07 -0.81
P 2.633 -0.232 0.749 0.89 1.58 -1.45 1.53
H -0.236 -0.713 -1.094 -0.18 0.14 0.23 0.19
H -0.378 0.708 -0.087 -1.69 2.15 0.06 0.19
H -0.395 -0.873 0.692 1.05 0.76 -0.83 0.17
```
Positions in Å, forces in eV/Å.

Results
LUMO energy   -0.04 eV
Energy relative to the best compared isomer or geometry (same formula, charge and spin)   165.76 kcal/mol
Orbital gap   9.5 eV
F_max   3.7 eV/A
Spin multiplicity   1
Charge   0

=====

[2]
This record from OMol25 describes a molecular structure, C27H44N2O5P2PdS in a non-equilibrium geometry. The level of theory is the ωB97M-V functional and the def2-TZVPD basis.

Geometry as XYZ:
```
82
Properties=species:S:1:pos:R:3:forces:R:3:mulliken_spin:R:1
Pd -0.653 0.993 0.398 -0.05 -0.06 0.19 1.19
O -3.731 2.913 -0.253 -0.27 0.26 -0.01 0.06
C -3.275 1.839 -0.585 -2.44 -0.25 1.30 0.00
O -2.141 1.625 -1.063 3.08 -0.33 -1.13 0.17
C -4.088 0.549 -0.301 -0.50 0.24 0.00 0.01
C -3.393 -0.718 -0.696 1.59 -1.45 -0.84 0.02
C -4.331 -1.906 -0.692 -0.98 0.33 -0.74 0.00
C -4.484 -2.194 0.786 -1.13 -0.70 1.57 0.01
C -3.623 -1.113 1.393 0.29 0.83 -0.29 0.01
O -2.528 -1.050 0.445 0.08 0.66 0.11 0.02
C -4.274 0.269 1.208 -0.73 0.03 0.26 0.02
C -3.451 1.297 2.061 -1.14 -0.45 -0.05 -0.02
O -4.277 1.704 2.916 -0.24 0.33 0.45 0.83
O -2.276 1.577 1.958 1.14 0.02 -0.21 0.17
H -5.060 0.585 -0.791 0.00 0.39 0.04 -0.01
H -2.792 -0.676 -1.610 -0.08 0.30 0.34 0.01
H -5.255 -1.553 -1.187 0.14 -0.65 0.31 0.00
H -3.972 -2.779 -1.212 0.32 -0.06 -0.42 0.00
H -5.547 -2.135 1.090 0.58 0.00 0.09 0.00
H -4.097 -3.157 1.203 -0.31 0.53 -0.94 0.00
H -3.317 -1.246 2.409 0.54 -0.44 0.47 0.00
H -5.333 0.212 1.549 0.78 0.40 -0.27 0.01
C 0.127 2.467 3.787 0.52 1.22 -0.18 0.03
P 0.960 1.680 2.439 0.92 0.11 -1.16 0.32
C 2.118 0.589 3.327 -0.74 -0.63 -1.46 0.04
C 2.009 3.028 1.712 -0.84 0.10 -0.99 0.03
C 3.196 3.461 2.296 -0.89 -1.15 0.62 0.01
C 3.852 4.552 1.820 0.63 1.69 -1.56 0.00
C 3.391 5.238 0.657 1.07 -0.14 1.38 0.00
C 2.241 4.778 0.055 0.95 0.80 0.59 0.01
C 1.534 3.731 0.567 -0.09 -1.64 1.37 0.05
P -0.067 3.368 -0.148 -0.75 0.06 -0.10 0.33
C 0.085 3.640 -1.932 0.08 0.34 0.28 0.02
C -1.144 4.699 0.507 0.78 0.31 -0.58 0.02
H 0.931 2.877 4.423 -0.57 -0.16 0.06 0.01
H -0.505 1.773 4.268 -0.59 -0.78 0.87 0.00
H -0.497 3.268 3.413 -0.09 0.27 0.01 0.00
H 2.774 1.207 3.871 0.90 0.57 0.79 0.01
H 2.665 -0.055 2.636 0.11 0.16 0.05 0.00
H 1.552 -0.033 3.997 -0.27 -0.27 0.41 0.00
H 3.553 2.930 3.169 0.25 0.20 0.00 0.00
H 4.751 4.909 2.310 -0.09 -0.08 -0.01 0.00
H 3.933 6.143 0.305 -0.53 -0.89 0.19 0.00
H 1.844 5.324 -0.742 -0.41 0.71 -1.28 0.00
H 0.870 2.953 -2.262 -0.29 0.06 -0.37 0.00
H 0.405 4.676 -2.114 -0.03 -0.30 0.03 0.01
H -0.889 3.506 -2.415 0.33 -0.31 0.09 0.00
H -2.074 4.804 -0.058 0.15 -0.21 0.18 0.00
H -0.518 5.612 0.432 -0.41 -0.32 -0.13 0.01
H -1.320 4.555 1.557 -0.33 -0.21 0.43 0.00
C 0.412 -2.993 -5.041 0.94 -0.18 0.54 0.00
C 1.478 -2.073 -4.384 -0.46 0.11 -0.85 0.00
C 0.859 -0.874 -3.693 -0.71 -0.02 -0.67 0.01
C -0.374 -1.183 -2.873 -0.40 -0.06 0.00 0.01
N -0.205 -2.092 -1.757 1.24 -1.01 1.38 0.04
C 0.525 -1.875 -0.653 -1.10 -0.74 -0.42 0.02
S 1.178 -0.291 -0.369 -0.04 0.68 0.44 0.49
N 0.689 -2.881 0.205 0.52 1.46 -0.35 0.02
C 1.548 -2.818 1.374 0.08 0.03 0.52 0.03
C 3.001 -3.166 1.166 1.58 0.92 -0.08 0.00
C 3.428 -4.623 1.100 -0.53 -0.27 1.50 0.00
C 2.956 -5.403 -0.106 0.19 -0.66 -0.10 0.00
H 0.819 -3.868 -5.554 0.35 0.36 -0.10 0.00
H -0.182 -2.431 -5.761 -0.17 -0.03 0.16 0.00
H -0.201 -3.449 -4.273 -0.58 0.05 0.11 0.00
H 2.051 -1.639 -5.190 0.56 -0.13 -0.23 0.00
H 2.182 -2.551 -3.716 0.03 -0.60 0.09 0.00
H 0.499 -0.184 -4.456 -0.16 0.04 -0.20 0.00
H 1.585 -0.270 -3.163 0.24 -0.14 0.46 0.00
H -1.169 -1.688 -3.425 0.21 0.47 -0.45 0.00
H -0.766 -0.256 -2.501 -0.44 0.48 0.33 -0.01
H -0.377 -3.091 -1.905 -0.19 0.62 -0.31 0.00
H 0.328 -3.767 -0.059 -0.29 -0.78 -0.18 0.00
H 1.175 -3.539 2.088 -0.47 -0.04 0.32 0.00
H 1.448 -1.809 1.806 -0.03 -0.45 -0.14 -0.02
H 3.550 -2.720 2.022 -0.36 -0.22 -0.25 0.00
H 3.440 -2.638 0.310 -0.34 0.11 -0.17 0.00
H 3.135 -5.050 2.099 0.02 -0.18 -1.01 0.00
H 4.510 -4.646 1.132 0.29 0.08 -0.10 0.00
H 1.872 -5.552 -0.143 0.08 0.03 -0.03 0.00
H 3.429 -6.398 -0.175 -0.32 0.33 0.30 0.00
H 3.295 -4.900 -1.005 -0.18 0.26 -0.29 0.00
```
Positions in Å, forces in eV/Å.

Results
LUMO energy (alpha / beta)   -4.81 / -8.89 eV
Energy relative to the best compared isomer or geometry (same formula, charge and spin)   19.95 kcal/mol
Orbital gap (alpha / beta)   8.8 / 5.7 eV
F_max   3.3 eV/A
Spin multiplicity   5
Charge   +2

=====

> The highest charge belongs to which entry?

C27H44N2O5P2PdS

=====

> The lowest spin multiplicity belongs to which entry?

CH3O4P

=====

> The highest energy relative to the best compared isomer or geometry (same formula, charge and spin) belongs to which entry?

CH3O4P